[1]
{"formula": "C30H24Cl5NOPSn", "method": "wB97M-V/def2-TZVPD", "elements": ["Sn", "Cl", "C", "C", "C", "Cl", "C", "Cl", "C", "Cl", "C", "Cl", "C", "C", "C", "C", "C", "O", "C", "N", "C", "C", "C", "C", "C", "C", "P", "C", "C", "C", "C", "C", "C", "C", "C", "C", "C", "C", "C", "H", "H", "H", "H", "H", "H", "H", "H", "H", "H", "H", "H", "H", "H", "H", "H", "H", "H", "H", "H", "H", "H", "H", "H"], "positions_angstrom": [[0.56523, 1.61214, 0.26265], [3.96987, -0.33510, -0.19236], [4.08483, 1.35055, -0.25632], [2.88187, 2.08742, -0.13636], [3.01707, 3.45019, -0.18273], [1.55747, 4.36090, 0.01088], [4.25329, 4.11250, -0.37265], [4.33008, 5.78477, -0.46839], [5.44441, 3.32922, -0.48356], [6.93644, 4.08464, -0.69272], [5.35653, 1.94447, -0.41660], [6.76061, 0.99569, -0.53373], [-1.85614, 2.76674, 1.96876], [-1.81155, 3.22391, 0.51550], [-2.49942, 4.57065, 0.30923], [-2.37281, 2.18605, -0.47170], [-3.89456, 1.97512, -0.35876], [-4.03483, 0.54297, -0.27518], [-2.82582, 0.01353, -0.20415], [-1.81935, 0.81809, -0.27479], [-2.77770, -1.45228, -0.07994], [-3.97338, -2.16965, -0.01896], [-3.95449, -3.55444, 0.03451], [-2.74802, -4.23956, 0.02146], [-1.55168, -3.54032, -0.02361], [-1.57410, -2.14842, -0.06960], [0.06763, -1.38828, -0.09685], [0.75108, -1.74219, -1.70895], [1.96436, -2.38646, -1.98319], [2.28716, -2.67168, -3.29610], [1.44821, -2.27677, -4.33517], [0.25397, -1.60839, -4.06700], [-0.09524, -1.33823, -2.76080], [0.82930, -1.91583, 1.43488], [2.00509, -2.65719, 1.60349], [2.37650, -3.04921, 2.87595], [1.62060, -2.67281, 3.98375], [0.45735, -1.92311, 3.82399], [0.06072, -1.54435, 2.55816], [-1.42064, 3.53467, 2.60793], [-1.29257, 1.83772, 2.10818], [-2.87616, 2.59794, 2.31606], [-0.74544, 3.36363, 0.24534], [-3.53979, 4.53202, 0.63478], [-2.48135, 4.87057, -0.73989], [-2.00505, 5.34447, 0.89491], [-2.10494, 2.51735, -1.48068], [-4.45442, 2.32706, -1.22083], [-4.32883, 2.40663, 0.54226], [-4.91099, -1.63377, -0.02408], [-4.88761, -4.09951, 0.08011], [-2.73180, -5.32095, 0.04792], [-0.60958, -4.07613, -0.01991], [2.62338, -2.70418, -1.18956], [3.19581, -3.21585, -3.51750], [1.72208, -2.48707, -5.36054], [-0.39844, -1.31131, -4.87660], [-1.03188, -0.83694, -2.53882], [2.59519, -2.97587, 0.75717], [3.25646, -3.66435, 3.01091], [1.93517, -2.96516, 4.97684], [-0.13931, -1.65131, 4.68404], [-0.85989, -0.98492, 2.41892]], "forces_ev_per_a": [[1.015, -1.038, 0.629], [0.039, 0.097, 0.043], [-0.085, -0.218, 0.011], [-0.055, 0.787, -0.372], [-0.309, -1.144, 0.116], [-0.032, 0.652, -0.085], [0.283, 0.834, -0.001], [-0.047, -0.515, 0.033], [0.279, -0.304, -0.032], [-0.160, 0.028, 0.021], [0.432, 0.203, -0.081], [-0.162, 0.029, 0.017], [0.094, 0.268, -0.152], [-0.586, -0.185, 0.096], [0.203, 0.084, -0.095], [-0.272, 0.097, -0.074], [0.043, 0.249, 0.000], [0.078, -0.173, 0.029], [-0.041, -0.046, 0.021], [-0.295, 0.261, -0.252], [-0.281, 0.041, -0.046], [0.085, 0.117, -0.036], [-0.014, -0.011, 0.006], [-0.049, -0.043, -0.014], [0.035, 0.137, 0.049], [0.149, 0.290, 0.027], [0.320, -0.865, -0.053], [-0.084, 0.186, 0.424], [-0.030, 0.007, -0.046], [0.134, -0.037, -0.010], [-0.124, 0.082, 0.025], [0.106, 0.000, -0.028], [-0.041, -0.037, 0.017], [-0.102, 0.156, -0.320], [-0.013, 0.008, -0.030], [0.101, -0.018, 0.036], [-0.065, 0.058, -0.026], [0.047, 0.023, 0.021], [0.032, -0.015, -0.083], [0.002, -0.033, 0.073], [-0.129, -0.112, 0.245], [0.018, -0.091, -0.043], [-0.371, 0.527, -0.089], [0.017, -0.026, 0.013], [-0.008, 0.022, 0.023], [-0.039, 0.034, 0.007], [-0.088, -0.021, -0.016], [0.014, -0.058, -0.017], [0.012, -0.062, 0.012], [-0.036, -0.025, -0.001], [0.011, -0.004, -0.002], [-0.013, 0.003, 0.010], [-0.030, -0.025, 0.007], [-0.016, -0.031, -0.064], [0.005, 0.025, 0.003], [0.009, -0.053, 0.015], [0.006, -0.001, -0.002], [0.013, -0.043, -0.047], [-0.001, -0.014, 0.046], [0.007, 0.030, -0.006], [-0.006, -0.058, -0.018], [0.015, 0.010, 0.004], [-0.021, -0.041, 0.064]], "fmax_ev_per_a": 1.58, "homo_energy_ev": [-17.088, -16.768], "total_charge": 3, "gap_ev": [5.45, 4.47], "total_energy_ha": -4143.08948, "e_lumo_ev": [-11.641, -12.301]}

=====

[2]
{"formula": "C30H25BrIrN3O5S3", "method": "wB97M-V/def2-TZVPD", "elements": ["Ir", "O", "C", "C", "C", "C", "C", "C", "C", "O", "N", "N", "C", "C", "Br", "C", "C", "C", "C", "C", "C", "C", "H", "H", "H", "H", "H", "H", "H", "H", "H", "H", "H", "H", "H", "H", "S", "C", "N", "C", "C", "C", "C", "C", "C", "S", "H", "H", "H", "H", "C", "C", "C", "C", "C", "C", "C", "S", "O", "O", "O", "H", "H", "H", "H", "H", "H", "H"], "positions_angstrom": [[0.14503, -0.23536, 0.45008], [-4.01124, -0.23392, -0.58386], [-4.13684, 0.98355, -1.17488], [-5.35969, 1.31491, -1.74059], [-5.52823, 2.54572, -2.35317], [-4.48307, 3.45752, -2.42082], [-3.26498, 3.12832, -1.85408], [-3.08217, 1.90526, -1.21891], [-1.79107, 1.63287, -0.50972], [-1.32714, 0.33816, -0.80448], [-2.01527, 1.67286, 0.96008], [-1.18524, 0.79164, 1.60190], [-1.09329, 0.76556, 2.87999], [-0.23348, -0.17264, 3.58552], [0.16702, -1.71809, 2.47875], [0.11791, -0.05222, 4.86581], [0.93178, -0.89746, 5.72884], [1.96906, -1.71076, 5.26229], [2.69618, -2.48635, 6.14777], [2.39784, -2.46610, 7.50356], [1.38405, -1.64699, 7.98015], [0.66679, -0.85618, 7.10125], [-3.06596, -0.43962, -0.53945], [-6.16275, 0.59153, -1.69944], [-6.48545, 2.78949, -2.79516], [-4.61987, 4.41154, -2.91086], [-2.43374, 3.82674, -1.88782], [-1.04585, 2.38381, -0.77865], [-1.95501, 2.60294, 1.35833], [-1.67562, 1.47002, 3.46533], [-0.30683, 0.82574, 5.34862], [2.24685, -1.70511, 4.21769], [3.50652, -3.10215, 5.78189], [2.96884, -3.07596, 8.19061], [1.15893, -1.61692, 9.03732], [-0.11593, -0.20679, 7.47411], [-0.30769, -2.39492, -0.57531], [1.41142, -2.29912, -0.75796], [1.82897, -1.16334, -0.21512], [3.20987, -0.98545, -0.26021], [3.96148, 0.04425, 0.29327], [5.33206, -0.00802, 0.13293], [5.94862, -1.05969, -0.54812], [5.20893, -2.09942, -1.07689], [3.83037, -2.05187, -0.91822], [2.65533, -3.24626, -1.43226], [3.49851, 0.86448, 0.81984], [5.93840, 0.78752, 0.54380], [7.02412, -1.06492, -0.65953], [5.68872, -2.92014, -1.59190], [-1.87763, 7.28061, -1.11533], [-0.90282, 6.17790, -0.81175], [-0.65128, 5.78083, 0.50203], [0.24930, 4.76501, 0.77910], [0.89850, 4.12948, -0.27037], [0.67919, 4.51443, -1.58250], [-0.21662, 5.54048, -1.84226], [1.93172, 2.74302, 0.07986], [2.74077, 2.45864, -1.06617], [2.56632, 2.94316, 1.35913], [0.85174, 1.67930, 0.25761], [-2.37614, 7.63168, -0.21360], [-2.64181, 6.94032, -1.81575], [-1.36914, 8.12971, -1.57399], [-1.15262, 6.28880, 1.31703], [0.47165, 4.48134, 1.80103], [1.20866, 4.01702, -2.38388], [-0.38467, 5.85028, -2.86707]], "forces_ev_per_a": [[0.111, -0.358, -1.297], [0.020, 0.010, -0.032], [0.040, 0.109, -0.056], [-0.021, -0.004, 0.009], [-0.022, -0.031, 0.001], [-0.018, 0.036, -0.017], [0.098, 0.018, 0.006], [-0.074, -0.125, 0.026], [-0.080, 0.101, -0.082], [0.933, 0.095, 0.251], [0.073, -0.416, -0.009], [-0.326, 0.117, 0.525], [0.029, -0.040, -0.063], [-0.265, -0.082, -0.122], [0.235, 0.495, 0.524], [-0.014, -0.017, -0.047], [0.071, -0.076, 0.069], [0.006, 0.039, -0.015], [0.002, -0.014, 0.004], [-0.001, 0.006, 0.002], [-0.008, -0.003, 0.018], [-0.023, 0.002, -0.040], [-0.015, -0.016, 0.016], [-0.001, -0.001, 0.000], [0.000, -0.001, 0.004], [0.005, 0.000, -0.003], [-0.043, -0.026, -0.004], [-0.055, -0.015, -0.019], [-0.019, 0.081, -0.041], [0.020, 0.019, 0.052], [0.013, 0.012, -0.011], [0.011, 0.005, 0.024], [0.001, 0.007, -0.007], [-0.005, -0.002, 0.002], [0.006, 0.000, 0.001], [0.001, 0.000, 0.006], [0.055, 0.128, 0.186], [-0.057, 0.582, 0.254], [-0.427, 0.039, -0.408], [0.183, -0.058, -0.038], [0.014, -0.107, -0.051], [-0.012, 0.035, 0.041], [0.025, -0.003, -0.014], [0.002, -0.028, -0.018], [-0.114, 0.033, 0.037], [-0.073, -0.177, -0.063], [0.052, -0.067, 0.078], [-0.009, 0.004, -0.005], [-0.001, -0.003, 0.002], [-0.015, -0.009, -0.001], [-0.004, -0.008, 0.003], [-0.004, 0.024, 0.058], [0.000, 0.014, -0.039], [-0.017, 0.006, 0.035], [0.036, -0.058, 0.079], [-0.004, 0.013, -0.054], [0.027, -0.021, -0.040], [0.343, 0.487, 0.316], [-0.046, -0.007, -0.021], [-0.021, -0.050, -0.265], [-0.609, -0.673, 0.286], [0.005, -0.002, 0.001], [0.001, 0.007, -0.006], [-0.001, -0.002, -0.004], [-0.008, 0.001, -0.008], [0.001, -0.016, -0.019], [0.006, -0.007, -0.003], [-0.009, 0.002, 0.006]], "fmax_ev_per_a": 1.35, "homo_energy_ev": [-10.752, -10.752], "total_charge": 1, "s2": 0.756, "spin_multiplicity": 2, "gap_ev": [6.07, 5.20], "de_lowest_kj_mol": 238.0, "total_energy_ha": -5571.28465, "e_lumo_ev": [-4.684, -5.555]}